<w>
Entry from OMol25: C4H6N2O2 in the gas phase (ωB97M-V with the def2-TZVPD basis set).

Last column: Mulliken charge in e.
Cartesian coordinates (Å):
C 0.15 0.77 0.00  0.56
C -1.11 0.06 0.40  0.67
N 1.60 1.10 -1.83  -0.48
C -0.75 -1.22 1.08  -0.41
C 0.28 -2.00 0.79  -0.66
O 0.44 0.48 -1.29  -0.15
N -2.26 0.56 0.52  -0.67
O 0.75 1.59 0.66  -0.59
H 1.26 1.76 -2.53  0.26
H 2.05 1.62 -1.07  0.29
H -2.39 1.49 0.14  0.26
H -1.56 -1.58 1.69  0.37
H 1.13 -1.65 0.20  0.26
H 0.39 -2.98 1.22  0.28

Highest occupied orbital energy, eV: -10.16

<x>
Entry from OMol25: C4H6N2O2 in the gas phase (ωB97M-V with the def2-TZVPD basis set).

Last column: Mulliken charge in e.
Cartesian coordinates (Å):
C 1.57 -0.01 -0.12  0.84
C 0.61 1.08 -0.44  -0.16
C -2.54 -0.17 0.46  -0.35
C -2.04 -0.92 -0.73  -0.31
H 2.47 -0.94 1.13  0.38
H 0.97 2.02 -1.15  0.30
H -3.34 0.80 0.27  0.20
H -2.91 -0.57 1.50  0.22
H -2.11 -0.31 -1.83  0.20
H -1.94 -2.00 -0.82  0.27
N -0.64 1.30 -0.08  -0.38
N -0.95 -0.11 0.40  -0.17
O 1.66 -0.22 1.27  -0.44
O 2.39 -0.67 -0.82  -0.60

Highest occupied orbital energy, eV: -9.64

<y>
Entry from OMol25: C4H6N2O2 in the gas phase (ωB97M-V with the def2-TZVPD basis set).

Last column: Mulliken charge in e.
Cartesian coordinates (Å):
C -0.58 0.02 -1.69  -0.27
C -0.68 -0.10 1.36  -0.04
C 0.52 0.80 1.44  -0.15
C 0.60 -0.94 -1.04  -0.06
H -1.31 -0.67 -1.98  0.35
H -0.14 0.63 -2.44  0.35
H -0.89 -0.80 2.19  0.37
H 1.06 0.35 2.41  0.22
H 0.39 1.87 1.48  0.29
H 0.73 -1.95 -1.39  0.42
N -1.54 -0.12 0.39  -0.53
N 1.59 -0.54 -0.35  -0.45
O -1.01 0.72 -0.66  -0.22
O 1.25 0.74 0.29  -0.27

Highest occupied orbital energy, eV: -8.93

<z>
Entry from OMol25: C4H6N2O2 in the gas phase (ωB97M-V with the def2-TZVPD basis set).

Last column: Mulliken charge in e.
Cartesian coordinates (Å):
C -1.06 -0.13 -1.51  -0.35
C -0.11 0.38 -0.69  0.45
C -0.97 0.44 0.71  0.45
C 1.88 -0.66 -0.34  -0.61
N -2.25 -0.24 -1.05  -0.44
N -0.60 0.71 1.95  -0.37
O -2.18 0.08 0.36  -0.22
O 1.20 0.54 -0.84  -0.47
H -0.99 -0.18 -2.63  0.36
H 1.36 -0.77 0.65  0.27
H 3.00 -0.45 -0.21  0.22
H 1.69 -1.55 -1.02  0.26
H 0.32 1.05 2.05  0.22
H -1.31 0.76 2.57  0.23

Highest occupied orbital energy, eV: -7.53

Which of them is the most stable, and which is the least stable? <w> and <y>, in that order.

<w>
Entry from OMol25: C3H2ClF5O in the gas phase (ωB97M-V with the def2-TZVPD basis set).

Last column: Mulliken charge in e.
Cartesian coordinates (Å):
C -0.79 -0.66 1.31  0.40
C 0.57 -0.46 -0.65  -0.16
C 0.26 1.02 -0.96  0.76
H 0.08 -0.16 1.76  0.29
H 0.64 -0.93 -1.62  0.41
O -0.42 -1.13 0.02  -0.36
F -1.26 -1.71 1.98  -0.24
F -1.74 0.26 1.17  -0.24
F 1.13 1.50 -1.82  -0.24
F -0.96 1.11 -1.48  -0.24
F 0.30 1.75 0.17  -0.24
Cl 2.20 -0.59 0.10  -0.15

Highest occupied orbital energy, eV: -11.76

<x>
Entry from OMol25: C3H2ClF5O in the gas phase (ωB97M-V with the def2-TZVPD basis set).

Last column: Mulliken charge in e.
Cartesian coordinates (Å):
C -1.60 0.74 -0.64  0.34
C 0.31 -0.44 -0.03  -0.06
C 1.57 -0.32 0.87  0.75
H -1.71 0.57 -1.74  0.28
H -0.43 -1.16 0.43  0.38
O -0.30 0.76 -0.17  -0.29
F -1.99 2.00 -0.44  -0.23
F -2.36 -0.15 -0.01  -0.25
F 1.17 -0.04 2.13  -0.24
F 2.36 0.61 0.40  -0.23
F 2.30 -1.44 0.90  -0.24
Cl 0.69 -1.13 -1.70  -0.20

Highest occupied orbital energy, eV: -11.77

Which of them is the most stable, and which is the least stable? <w> and <x>, in that order.

<w>
Entry from OMol25: C3H4O2 in the gas phase (ωB97M-V with the def2-TZVPD basis set).

Last column: Mulliken charge in e.
Cartesian coordinates (Å):
C 1.81 0.25 0.23  -0.49
C 0.67 0.79 -0.26  -0.61
C -0.55 0.12 -0.11  0.95
O -0.68 -1.21 -0.06  -0.42
O -1.71 0.70 0.14  -0.43
H 1.72 -1.03 0.48  0.07
H 0.77 1.80 -0.49  0.34
H 0.28 -1.42 -0.24  0.22
H -2.31 -0.03 0.32  0.36

Highest occupied orbital energy, eV: -8.01

<x>
Entry from OMol25: 2 unconnected molecules or ions with the total composition C3H4O2 (ωB97M-V with the def2-TZVPD basis set).

Last column: Mulliken charge in e.
Cartesian coordinates (Å):
C 1.58 -1.26 1.68  -0.57
C 1.11 -0.26 1.02  -0.06
C -0.88 0.83 -1.14  0.11
O -2.67 1.79 -1.98  -0.56
O -1.72 1.75 -1.10  0.10
H 1.79 -1.53 2.79  0.27
H 1.66 -2.12 0.91  0.21
H -0.02 0.83 -0.38  0.20
H -0.85 -0.01 -1.80  0.30

Highest occupied orbital energy (alpha / beta), eV: -9.08 / -9.08

Which of them is the most stable, and which is the least stable? <w> and <x>, in that order.

<w>
Entry from OMol25: C3H4O2 in the gas phase (ωB97M-V with the def2-TZVPD basis set).

Last column: Mulliken charge in e.
Cartesian coordinates (Å):
C -1.43 0.14 0.40  -0.06
C 1.17 -0.36 0.03  -0.38
C -0.11 0.33 -0.44  0.17
O -2.47 -0.26 -0.09  -0.46
O 0.91 1.01 0.15  -0.37
H -1.21 0.24 1.52  0.26
H 1.56 -0.99 0.85  0.26
H 1.79 -0.50 -0.93  0.18
H -0.22 0.40 -1.50  0.39

Highest occupied orbital energy, eV: -10.12

<x>
Entry from OMol25: C3H4O2 in the gas phase (ωB97M-V with the def2-TZVPD basis set).

Last column: Mulliken charge in e.
Cartesian coordinates (Å):
O -1.72 1.57 -0.31  -0.46
C -0.72 1.14 0.21  -0.15
C -0.38 -0.32 0.28  0.21
C 0.85 -0.75 -0.42  -0.35
O 0.81 -0.63 0.99  -0.40
H 0.05 1.80 0.68  0.33
H -1.21 -1.01 0.38  0.36
H 0.88 -1.77 -0.83  0.24
H 1.48 -0.03 -0.93  0.23

Highest occupied orbital energy, eV: -10.24

<y>
Entry from OMol25: a molecular structure, C3H4O2 (ωB97M-V with the def2-TZVPD basis set).

Last column: Mulliken charge in e.
Cartesian coordinates (Å):
O 1.22 0.67 -0.82  -0.49
C 0.95 -0.15 0.14  -0.07
C -0.20 0.31 0.87  0.04
C -0.88 -0.21 -0.38  -0.49
O -1.35 -0.48 0.95  -0.31
H 1.46 -1.11 0.27  0.41
H -0.33 1.37 1.04  0.26
H -0.04 0.78 -1.07  0.42
H -0.56 -1.16 -0.84  0.24

Highest occupied orbital energy, eV: -9.57

Which of them is the most stable, and which is the least stable? <x> and <y>, in that order.